Molecular formula: C20H21N5O3S
Method: DFT, ωB97M-V/def2-TZVPD

Molar mass: 411.487 g/mol
Frontier orbital gap: 8.383 eV
HOMO: -8.6154 eV
Energy: -45507.940 eV
Maximum force: 1.8 eV Å⁻¹
Multiplicity: 1

```
50
C20H21N5O3S | the OMol25 dataset | ωB97M-V/def2-TZVPD
C -0.17 -1.60 2.87
H -1.07 -2.14 3.17
O 0.77 -2.48 2.28
C 0.28 -3.26 1.23
C 0.12 -2.48 -0.09
N 1.34 -1.81 -0.45
C 1.54 -0.51 -0.14
N 0.50 0.19 0.22
C 0.67 1.49 0.48
C -0.19 2.50 0.89
N 0.52 3.64 0.97
N 1.74 3.43 0.65
N 1.88 2.13 0.35
C 3.01 1.45 -0.03
C 4.24 2.10 -0.14
C 5.35 1.37 -0.50
C 5.24 0.01 -0.76
C 4.02 -0.63 -0.65
C 2.87 0.08 -0.28
H 3.97 -1.69 -0.86
H 6.11 -0.55 -1.05
H 6.31 1.86 -0.59
H 4.28 3.16 0.07
S -1.89 2.20 1.30
O -2.64 3.43 1.32
O -1.90 1.40 2.50
C -2.42 1.16 -0.06
C -2.82 -0.13 0.25
C -3.21 -1.01 -0.75
C -3.18 -0.55 -2.07
C -2.79 0.74 -2.37
C -2.40 1.63 -1.37
C -1.98 3.02 -1.69
H -2.41 3.35 -2.64
H -0.89 3.08 -1.78
H -2.29 3.70 -0.90
H -2.79 1.07 -3.40
H -3.47 -1.22 -2.87
C -3.66 -2.40 -0.43
H -3.37 -2.68 0.58
H -4.74 -2.47 -0.50
H -3.23 -3.12 -1.13
H -2.82 -0.42 1.29
H 2.16 -2.40 -0.54
H -0.15 -3.19 -0.89
H -0.66 -1.72 -0.01
H -0.69 -3.71 1.49
H 1.01 -4.06 1.10
H 0.32 -1.19 3.75
H -0.44 -0.77 2.20
```


Molecular formula: C20H21N5O4
Method: DFT, ωB97M-V/def2-TZVPD

Molar mass: 395.419 g/mol
Frontier orbital gap: 7.339 eV
HOMO: -7.9230 eV
Energy: -36717.171 eV
Maximum force: 3.1 eV Å⁻¹
Multiplicity: 1

```
50
C20H21N5O4 | the OMol25 dataset | ωB97M-V/def2-TZVPD
O -3.68 -5.04 3.20
O -4.77 -6.65 2.19
N -3.37 -0.91 -1.55
O 6.78 2.94 -1.73
O 6.56 1.01 -0.35
C -3.10 -1.34 -0.35
C 4.41 3.68 -1.31
C -5.10 -4.14 -1.19
C -5.10 -5.01 -0.08
C -3.55 -3.51 1.01
C 3.25 3.43 -0.57
C 4.26 1.46 0.44
C 5.52 2.82 -1.16
C 5.40 1.71 -0.32
C -3.62 -2.66 -0.10
C -4.36 -2.95 -1.19
C -4.29 -4.71 1.05
C 3.19 2.33 0.30
N -4.16 -1.92 -2.09
N 0.73 2.40 0.34
N -2.27 -0.63 0.54
N -4.23 -5.52 2.21
C 7.45 1.76 -1.23
C 1.97 2.10 1.11
C 0.49 1.58 -0.87
C -0.47 2.66 1.17
C -0.27 0.29 -0.58
C -1.22 1.35 1.50
C -1.56 0.60 0.20
H 4.52 4.57 -1.90
H -5.70 -4.42 -2.08
H -5.71 -5.88 -0.08
H -2.99 -3.15 1.86
H 2.44 4.15 -0.57
H 4.24 0.59 1.06
H -4.60 -1.87 -3.02
H -2.03 -1.13 1.41
H 7.72 1.11 -2.04
H 8.35 2.05 -0.67
H 2.06 2.72 2.00
H 1.96 1.04 1.40
H 1.45 1.42 -1.36
H -0.10 2.14 -1.59
H -0.19 3.18 2.11
H -1.10 3.37 0.61
H 0.30 -0.40 0.01
H -0.49 -0.21 -1.51
H -0.64 0.73 2.18
H -2.15 1.60 2.02
H -2.23 1.24 -0.41
```


Molecular formula: C20H21N5OS
Method: DFT, ωB97M-V/def2-TZVPD

Molar mass: 379.489 g/mol
Frontier orbital gap: 8.847 eV
HOMO: -8.4849 eV
Energy: -41414.059 eV
Maximum force: 1.2 eV Å⁻¹
Multiplicity: 1

```
48
C20H21N5OS | the OMol25 dataset | ωB97M-V/def2-TZVPD
C -3.72 -3.86 -0.36
C -3.73 -2.55 -0.22
C -2.82 -1.63 -0.98
N -1.96 -0.91 -0.08
C -0.83 -1.41 0.49
N -0.21 -0.50 1.19
N -0.92 0.63 1.09
C -1.97 0.40 0.34
C -2.95 1.42 0.02
C -4.31 1.16 -0.15
C -5.15 2.23 -0.44
N -4.74 3.48 -0.57
C -3.45 3.72 -0.38
C -2.52 2.75 -0.09
H -1.48 2.98 0.05
H -3.16 4.76 -0.48
H -6.21 2.07 -0.59
H -4.72 0.17 -0.03
S -0.27 -3.03 0.25
C 1.44 -2.74 0.80
H 1.43 -2.54 1.87
H 1.98 -3.66 0.58
C 2.03 -1.59 -0.02
O 1.87 -1.51 -1.21
N 2.77 -0.74 0.73
C 3.43 0.41 0.23
C 3.17 1.65 0.84
C 3.82 2.77 0.36
C 4.72 2.68 -0.70
C 4.99 1.45 -1.26
C 4.37 0.30 -0.80
C 4.73 -1.03 -1.39
H 5.65 -0.96 -1.96
H 4.85 -1.78 -0.61
H 3.94 -1.37 -2.06
H 5.71 1.38 -2.06
H 5.21 3.57 -1.06
H 3.62 3.73 0.81
C 2.21 1.75 1.98
H 2.60 1.23 2.86
H 2.06 2.79 2.25
H 1.25 1.31 1.73
H 2.59 -0.72 1.72
H -2.18 -2.22 -1.65
H -3.39 -0.91 -1.57
H -4.40 -2.07 0.48
H -4.39 -4.49 0.21
H -3.05 -4.36 -1.04
```


Molecular formula: C20H21N6OSTm
Method: DFT, ωB97M-V/def2-TZVPD

Molar mass: 562.430 g/mol
Charge: +2
Frontier orbital gap (spin up / spin down): 8.260 / 8.263 eV
HOMO (spin up / spin down): -14.2735 / -14.2733 eV
Energy: -72424.944 eV
Maximum force: 1.5 eV Å⁻¹
Multiplicity: 3

```
50
C20H21N6OSTm | the OMol25 dataset | ωB97M-V/def2-TZVPD
Tm 0.12 -1.05 -0.82
N 2.53 -0.68 -1.37
C 2.92 0.71 -1.29
C 4.20 1.12 -1.10
C 4.51 2.50 -1.03
C 3.53 3.44 -1.17
C 2.18 3.03 -1.35
C 1.11 3.95 -1.47
C -0.17 3.50 -1.62
C -0.38 2.11 -1.62
N 0.58 1.21 -1.52
C 1.88 1.66 -1.40
H 2.60 -1.01 -2.34
H 3.18 -1.26 -0.85
H 4.99 0.39 -1.01
H 5.54 2.80 -0.88
H 3.76 4.49 -1.14
H 1.32 5.01 -1.45
H -1.01 4.17 -1.72
H -1.40 1.73 -1.71
N -3.20 -1.52 -0.32
C -4.41 -1.54 -0.89
C -4.24 -1.23 -2.23
C -2.88 -1.00 -2.36
N -2.23 -1.18 -1.20
H -2.97 -1.69 0.65
H -5.29 -1.78 -0.31
H -5.00 -1.18 -2.98
H -2.33 -0.73 -3.25
N 1.74 -2.65 1.70
C 0.85 -1.80 2.23
N 0.03 -1.05 1.49
C -0.76 -0.23 2.32
C -1.71 0.70 1.90
C -2.40 1.43 2.85
C -2.16 1.24 4.21
C -1.21 0.33 4.64
C -0.53 -0.40 3.68
S 0.71 -1.60 3.93
H 1.62 -2.96 0.74
H 2.26 -3.27 2.31
H -1.90 0.86 0.84
H -3.13 2.16 2.53
H -2.71 1.82 4.94
H -1.02 0.19 5.70
C 0.15 -4.21 -1.26
O 0.72 -2.89 -1.12
H 0.92 -4.96 -1.39
H -0.50 -4.23 -2.13
H -0.44 -4.47 -0.38
```


Molecular formula: C20H21O3Re
Method: DFT, ωB97M-V/def2-TZVPD

Molar mass: 495.592 g/mol
Charge: +1
Frontier orbital gap (spin up / spin down): 5.776 / 5.052 eV
HOMO (spin up / spin down): -10.5807 / -10.9530 eV
Energy: -29339.392 eV
Maximum force: 8.1 eV Å⁻¹
Multiplicity: 4

```
45
C20H21O3Re | the OMol25 dataset | ωB97M-V/def2-TZVPD
C 1.59 0.79 3.15
C 2.63 -0.10 2.64
C 2.75 0.16 1.21
H 3.36 -0.62 3.26
C 1.95 1.31 0.91
C 1.23 1.69 2.06
H 0.61 2.57 2.14
H 1.39 0.96 4.21
H 3.48 -0.30 0.56
H 1.97 1.85 -0.03
C -1.01 -2.24 1.61
C -0.66 -2.64 2.95
C -0.75 -1.49 3.81
H -0.44 -3.67 3.29
C -1.17 -0.37 3.00
C -1.34 -0.83 1.64
H -1.77 -0.26 0.82
H -1.24 -2.91 0.80
H -0.54 -1.50 4.87
H -1.38 0.64 3.33
Re 0.67 -1.16 2.31
O -0.59 1.28 -1.13
C 0.27 0.35 -1.97
C -0.13 1.73 -2.33
H 1.12 0.07 -1.37
H -0.17 -0.42 -2.63
H 0.70 2.45 -2.36
H -0.67 3.93 -3.67
C -1.47 3.18 -3.82
C -1.30 1.93 -3.21
C -2.40 1.04 -3.11
H -2.35 0.19 -2.42
C -3.53 1.26 -3.90
H -4.32 0.50 -3.91
C -3.57 2.40 -4.72
H -4.43 2.56 -5.37
C -2.58 3.40 -4.63
H -2.62 4.30 -5.26
C 2.98 -3.54 1.55
O 2.62 -2.63 0.46
C 1.29 -2.20 0.40
O 0.62 -2.38 -0.59
H 2.89 -4.57 1.20
H 2.32 -3.38 2.43
H 4.01 -3.31 1.83
```


Molecular formula: C20H22BCl3N4O3
Method: DFT, ωB97M-V/def2-TZVPD

Molar mass: 483.592 g/mol
Frontier orbital gap: 8.332 eV
HOMO: -8.6928 eV
Energy: -71447.841 eV
Maximum force: 2.2 eV Å⁻¹
Multiplicity: 1

```
53
C20H22BCl3N4O3 | the OMol25 dataset | ωB97M-V/def2-TZVPD
Cl -4.16 0.86 3.58
B -3.96 -0.18 2.05
Cl -5.34 -1.45 1.78
Cl -3.91 0.87 0.47
O -2.64 -0.83 2.19
C -1.95 -1.51 1.25
C -1.38 -2.79 1.86
C -1.23 -3.93 1.07
C -0.63 -5.07 1.60
C -0.19 -5.07 2.92
C -0.39 -3.96 3.75
C -1.02 -2.81 3.23
H -2.45 -1.74 0.25
H -1.59 -3.93 0.04
H -0.45 -5.95 0.98
H 0.43 -5.88 3.27
H -0.01 -3.99 4.78
H -1.22 -1.98 3.92
C -0.63 -0.72 -5.25
C -0.52 -0.95 -3.77
O -0.88 -2.00 -3.25
N 0.07 0.13 -3.06
C 0.72 1.18 -3.79
C 1.96 1.69 -3.03
N 1.65 2.02 -1.67
C 2.64 2.77 -0.96
C 2.07 3.36 0.34
N 1.42 2.35 1.13
C 1.45 2.45 2.54
C 2.00 3.74 3.05
O 1.10 1.54 3.30
C 0.67 1.37 0.45
C -0.22 0.51 1.11
N -0.92 -0.46 0.49
C -0.85 -0.53 -0.88
C 0.00 0.26 -1.66
C 0.77 1.25 -0.97
H -1.22 0.17 -5.49
H 0.35 -0.65 -5.74
H -1.14 -1.61 -5.62
H 1.07 0.80 -4.75
H -0.04 1.96 -4.00
H 2.77 0.92 -3.09
H 2.38 2.58 -3.52
H 3.54 2.16 -0.73
H 2.99 3.57 -1.61
H 2.91 3.77 0.90
H 1.34 4.18 0.20
H 1.41 4.60 2.71
H 1.93 3.65 4.14
H 3.05 3.88 2.77
H -0.31 0.62 2.18
H -1.44 -1.24 -1.45
```


Molecular formula: C20H22CdN6O5S
Method: DFT, ωB97M-V/def2-TZVPD

Molar mass: 570.912 g/mol
Charge: +2
Frontier orbital gap: 7.875 eV
HOMO: -14.4220 eV
Energy: -55662.247 eV
Maximum force: 1.1 eV Å⁻¹
Multiplicity: 1

```
55
C20H22CdN6O5S | the OMol25 dataset | ωB97M-V/def2-TZVPD
Cd 0.37 0.44 -0.08
O -4.99 0.44 5.37
C -3.74 0.50 5.84
O -3.53 0.56 7.00
C -2.61 0.49 4.85
C -1.31 0.50 5.37
C -0.20 0.50 4.54
C -0.37 0.53 3.15
C -1.66 0.52 2.63
C -2.78 0.49 3.47
N 0.70 0.57 2.23
C 1.91 0.53 2.56
C 2.99 0.58 1.56
C 4.32 0.48 1.96
C 5.29 0.49 0.97
C 4.94 0.60 -0.35
C 3.59 0.70 -0.68
N 2.65 0.70 0.27
H -5.09 0.23 4.43
H -1.19 0.48 6.45
H 0.77 0.50 5.03
H -1.80 0.52 1.57
H -3.76 0.50 3.01
H 2.27 0.45 3.58
H 4.59 0.38 2.99
H 6.34 0.42 1.25
H 5.69 0.62 -1.14
H 3.25 0.81 -1.69
C 0.10 1.05 -5.16
O -1.09 0.91 -4.35
C -0.95 0.81 -3.05
O 0.12 0.79 -2.45
N -2.17 0.75 -2.46
N -2.24 0.82 -1.07
H -0.26 1.06 -6.19
H 0.75 0.22 -4.98
H 0.60 1.98 -4.93
H -2.97 0.96 -3.03
H -2.76 0.01 -0.71
H -2.69 1.67 -0.76
O 0.98 3.62 -0.15
C 0.10 2.93 -0.06
C 1.49 -2.20 -3.18
N 0.07 -2.39 -2.96
C -0.87 -2.72 -3.91
C -2.07 -2.83 -3.29
N -1.84 -2.57 -1.96
C -0.52 -2.31 -1.75
S 0.23 -2.04 -0.21
H 1.74 -2.40 -4.22
H 2.04 -2.86 -2.52
H 1.75 -1.17 -2.95
H -0.61 -2.82 -4.95
H -3.05 -3.09 -3.65
H -2.49 -2.72 -1.22
```


Molecular formula: C20H22Cl29N2O2
Method: DFT, ωB97M-V/def2-TZVPD

Molar mass: 1350.545 g/mol
Frontier orbital gap (spin up / spin down): 8.448 / 9.543 eV
HOMO (spin up / spin down): -8.6190 / -9.7190 eV
Energy: -391317.689 eV
Maximum force: 2.4 eV Å⁻¹
Multiplicity: 2

```
75
C20H22Cl29N2O2 | the OMol25 dataset | ωB97M-V/def2-TZVPD
C 2.08 -0.31 2.65
C 1.42 -0.22 1.24
C 1.28 -1.70 0.83
C 0.04 0.45 1.46
C -0.38 1.59 0.50
C -1.69 1.31 -0.28
C -1.88 -0.12 -0.82
C -3.34 -0.63 -0.70
Cl -4.20 -0.48 -2.26
N -0.67 2.79 1.40
C -1.13 3.77 0.83
O -1.58 4.70 0.26
C 0.71 2.07 -0.51
C 1.83 1.05 -0.86
C 1.45 0.01 -1.90
C 2.97 1.88 -1.51
N 2.38 0.53 0.40
O 3.06 1.39 1.06
H 3.10 -0.68 2.59
H 1.98 0.60 3.22
H 1.51 -1.09 3.17
H 0.93 -2.31 1.66
H 2.24 -2.12 0.52
H 0.57 -1.85 0.01
H -0.70 -0.35 1.47
H 0.02 0.84 2.47
H -2.53 1.51 0.38
H -1.82 1.98 -1.14
H -1.69 -0.09 -1.90
H -1.20 -0.87 -0.43
H -3.35 -1.68 -0.39
H -3.85 -0.05 0.06
H 0.23 2.32 -1.46
H 1.22 2.97 -0.19
H 2.33 -0.56 -2.21
H 1.14 0.56 -2.79
H 0.61 -0.63 -1.64
H 2.69 2.12 -2.53
H 3.14 2.81 -0.99
H 3.87 1.27 -1.49
C 4.26 -0.81 -4.83
Cl 3.41 -2.09 -3.95
Cl 3.11 0.43 -5.33
Cl 5.48 -0.09 -3.77
Cl 5.05 -1.50 -6.25
C -3.00 -0.70 3.85
Cl -3.36 0.80 3.00
Cl -1.44 -0.55 4.67
Cl -4.27 -1.04 5.03
Cl -2.92 -2.04 2.68
C 2.87 0.10 6.54
Cl 3.89 -1.35 6.56
Cl 2.65 0.69 8.19
Cl 3.64 1.35 5.56
Cl 1.29 -0.31 5.85
C -7.36 -2.98 -2.31
Cl -8.87 -3.85 -2.62
Cl -6.31 -3.97 -1.29
Cl -6.55 -2.65 -3.84
Cl -7.72 -1.46 -1.49
C 2.07 -4.82 5.53
Cl 3.80 -4.68 5.84
Cl 1.56 -6.49 5.80
Cl 1.18 -3.76 6.63
Cl 1.72 -4.36 3.86
C -5.47 5.81 1.33
Cl -5.60 5.69 3.09
Cl -6.75 4.85 0.57
Cl -5.63 7.51 0.84
Cl -3.88 5.21 0.81
C 4.07 -1.14 -10.15
Cl 4.92 -2.45 -9.30
Cl 2.90 -1.84 -11.27
Cl 3.23 -0.13 -8.98
Cl 5.24 -0.17 -11.04
```


Molecular formula: C20H22Cl2F6O18
Method: DFT, ωB97M-V/def2-TZVPD

Molar mass: 735.272 g/mol
Frontier orbital gap: 11.214 eV
HOMO: -11.1188 eV
Energy: -99300.277 eV
Maximum force: 5.0 eV Å⁻¹
Multiplicity: 1

```
68
C20H22Cl2F6O18 | the OMol25 dataset | ωB97M-V/def2-TZVPD
C -4.68 3.65 -1.67
C -3.54 4.20 -0.88
O -2.63 3.15 -0.68
C -2.92 2.26 -1.66
O -2.16 1.32 -2.00
O -4.18 2.46 -2.21
F -4.01 4.66 0.25
H -5.20 4.34 -2.34
H -5.43 3.32 -0.95
H -3.02 5.00 -1.41
C 0.14 -0.93 4.33
C 0.30 -2.36 4.76
O 0.65 -2.28 6.07
C 0.82 -1.04 6.49
O 1.22 -0.76 7.59
O 0.30 -0.18 5.51
F 1.26 -2.93 4.06
H -0.85 -0.66 3.97
H 0.92 -0.63 3.63
H -0.56 -3.02 4.67
C 0.94 4.69 -2.12
C 1.90 5.06 -0.96
O 1.07 5.64 0.06
C -0.28 5.61 -0.44
O -1.24 5.92 0.24
O -0.27 5.28 -1.70
F 2.73 5.93 -1.36
H 0.78 3.61 -2.07
H 1.23 4.97 -3.13
H 2.43 4.19 -0.58
C -2.89 -5.43 -1.66
C -3.70 -4.81 -2.82
O -2.85 -3.77 -3.25
C -1.86 -3.52 -2.33
O -1.02 -2.65 -2.44
O -1.87 -4.47 -1.37
F -4.88 -4.35 -2.39
H -2.50 -6.43 -1.82
H -3.50 -5.68 -0.80
H -3.90 -5.53 -3.61
C 6.85 0.64 -0.37
C 5.47 0.17 -0.82
O 5.67 0.13 -2.19
C 6.67 0.87 -2.57
O 6.90 1.11 -3.74
O 7.31 1.32 -1.45
F 4.47 1.05 -0.59
H 7.36 -0.32 -0.28
H 6.89 1.19 0.57
H 5.08 -0.81 -0.54
C 1.25 0.41 -1.42
C 1.36 -0.72 -0.34
O 1.46 0.09 0.80
C 1.37 1.44 0.57
O 1.27 2.31 1.43
O 0.92 1.59 -0.72
F 2.51 -1.22 -0.67
H 0.36 0.23 -2.02
H 2.22 0.40 -1.92
H 0.63 -1.53 -0.31
Cl -1.01 -2.92 1.78
C -2.12 -4.30 1.80
C -3.59 -3.94 1.77
Cl -4.08 -2.90 0.37
H -1.89 -4.99 2.61
H -2.03 -4.91 0.90
H -3.86 -3.37 2.65
H -4.19 -4.85 1.72
```